[1]
Molecular formula: C3H8S
Method: DFT, ωB97M-V/def2-TZVPD

Geometry (Å):
C 0.381 -0.914 -0.977
C 0.687 0.369 -0.189
S -2.769 0.526 -0.090
C -0.062 0.443 1.143
H -0.327 -1.493 -0.371
H -0.267 -0.647 -1.822
H 1.175 -1.567 -1.323
H 1.738 0.582 -0.015
H 0.369 1.231 -0.759
H 0.076 -0.382 1.842
H -1.170 0.453 0.967
H 0.169 1.400 1.597

Atomic forces in eV per Å
-1.435 0.242 0.071
-0.132 -0.255 0.204
0.825 -0.016 0.512
0.725 0.309 -0.699
0.391 -0.325 0.003
0.450 -0.085 -0.118
0.332 0.247 0.161
0.298 -0.429 0.172
-0.188 0.229 -0.255
0.083 -0.024 -0.162
-1.061 0.048 -0.269
-0.286 0.061 0.380

Computed properties:
Gap between HOMO and LUMO   0.2426 hartree
Calculated total energy   -517.14473 a.u.
HOMO   -9.4724 eV

These are the natural (NBO) partial charges, in e, on atoms 1 to 5: atom 1 (C): -0.6285, atom 2 (C): -0.4192, atom 3 (S): -0.1687, atom 4 (C): -0.4559, atom 5 (H): 0.2097

=====

[2]
Molecular formula: C4H5NO4
Method: DFT, ωB97M-V/def2-TZVPD

Geometry (Å):
C 0.155 0.383 -0.607
C 0.810 1.341 -0.060
C -0.452 -0.624 -1.370
C -1.151 0.688 -1.210
N 2.039 -1.795 2.460
O 1.292 2.250 0.429
O -0.466 -1.684 -1.929
O -2.326 0.779 -0.439
O -1.210 1.596 -2.243
H 2.570 -2.362 3.153
H 1.305 -2.396 2.040
H 1.411 -1.137 3.046
H -2.513 1.702 -0.166
H -1.464 1.260 -3.105

Atomic forces in eV per Å
0.724 -0.557 0.459
1.190 -0.037 0.550
-1.083 0.211 -0.696
-3.175 -0.432 -1.093
-1.856 0.698 1.436
0.318 0.740 0.336
0.486 0.242 0.544
0.498 -0.071 0.351
0.766 1.046 -0.119
-0.686 0.451 -0.718
0.916 0.110 0.265
1.599 -1.225 -1.016
0.454 -0.615 -0.423
-0.150 -0.561 0.121

Computed properties:
Gap between HOMO and LUMO   0.3642 hartree
Calculated total energy   -511.01309 a.u.
HOMO   -9.8555 eV
Structure (SMILES)   O=C=C1C(=O)C1(O)O.N

These are the natural (NBO) partial charges, in e, on atoms 1 to 5: atom 1 (C): -0.5506, atom 2 (C): 0.8394, atom 3 (C): 0.5820, atom 4 (C): 0.4432, atom 5 (N): -1.0734

=====

[3]
Molecular formula: C23H34N2O2
Method: DFT, ωB97M-V/def2-TZVPD

Geometry (Å):
C 5.024 1.977 -1.217
C 4.118 0.985 -0.548
C 3.461 0.016 -1.278
C 2.621 -0.883 -0.620
C 2.459 -0.785 0.780
C 3.117 0.186 1.521
C 3.939 1.058 0.843
H 4.465 1.828 1.390
H 2.987 0.257 2.591
N 1.597 -1.769 1.161
C 1.199 -2.489 0.055
C 1.813 -1.976 -1.059
C 1.714 -2.438 -2.474
H 1.110 -1.747 -3.064
H 2.707 -2.476 -2.920
H 1.270 -3.429 -2.537
C 0.211 -3.609 0.187
N -1.196 -3.223 0.187
C -1.612 -2.572 1.420
C -2.926 -1.828 1.221
H -3.653 -2.520 0.791
H -3.300 -1.500 2.193
C -2.719 -0.611 0.294
C -1.684 -0.985 -0.784
C -1.628 -2.497 -0.998
H -0.948 -2.730 -1.816
H -2.621 -2.869 -1.280
H -1.931 -0.496 -1.728
H -0.698 -0.636 -0.477
C -4.056 -0.253 -0.387
O -5.093 0.041 0.517
H -5.246 -0.734 1.068
H -4.353 -1.074 -1.057
H -3.936 0.651 -0.988
C -2.263 0.586 1.152
H -3.146 0.989 1.652
H -1.562 0.245 1.915
C -1.559 1.717 0.399
C -1.746 3.063 1.111
C -0.947 4.150 0.394
C 0.511 3.712 0.277
C 0.568 2.337 -0.386
H 1.589 1.951 -0.411
O -0.180 1.385 0.330
H 0.188 2.409 -1.418
H 1.087 4.428 -0.310
H 0.954 3.640 1.272
H -1.021 5.094 0.938
H -1.361 4.304 -0.606
H -2.806 3.318 1.131
H -1.390 2.966 2.139
H -1.955 1.810 -0.626
H -0.865 -1.850 1.783
H -1.729 -3.351 2.184
H 0.391 -4.151 1.122
H 0.350 -4.311 -0.639
H 1.322 -1.968 2.108
H 3.590 -0.044 -2.349
H 6.036 1.896 -0.821
H 5.059 1.809 -2.291
H 4.677 2.994 -1.037

Atomic forces in eV per Å
-0.012 -0.017 0.046
0.076 0.028 -0.168
0.009 0.040 0.135
-0.117 0.034 0.507
0.255 0.238 -0.439
0.005 0.041 0.095
-0.045 -0.050 0.050
0.046 0.074 0.082
-0.003 0.034 0.108
-0.167 -0.111 0.298
0.085 -0.141 -0.260
-0.131 -0.263 0.107
-0.053 0.060 0.180
-0.044 -0.010 -0.129
0.034 -0.055 -0.105
-0.027 -0.057 -0.096
-0.152 -0.033 -0.105
-0.006 -0.047 0.119
-0.166 -0.190 0.266
0.222 0.088 -0.022
-0.106 -0.077 0.010
-0.065 -0.019 0.013
-0.273 0.176 0.071
0.015 -0.231 0.048
-0.213 0.162 -0.188
-0.025 -0.049 -0.061
0.075 0.049 -0.142
0.036 0.112 -0.092
-0.002 0.016 -0.113
0.472 -0.173 -0.179
-0.316 -0.021 0.360
-0.047 0.039 -0.026
0.081 0.060 -0.027
0.067 -0.060 -0.073
0.081 0.075 -0.402
0.032 -0.027 0.087
0.031 0.021 0.118
-0.353 0.038 0.497
0.124 -0.069 -0.443
0.126 -0.043 0.263
-0.227 -0.228 -0.220
0.398 0.297 -0.043
-0.052 0.041 -0.089
-0.146 -0.116 0.174
0.046 -0.016 0.020
0.081 0.023 0.000
0.086 0.012 0.034
-0.044 0.045 -0.075
-0.032 0.060 -0.037
-0.062 -0.040 0.061
-0.044 -0.056 0.093
0.024 -0.010 -0.001
-0.036 0.015 0.022
0.064 0.153 0.043
0.057 -0.060 -0.082
0.113 0.015 0.115
0.023 0.019 -0.111
0.041 0.023 -0.140
0.088 0.053 -0.034
0.038 0.034 -0.076
0.037 0.096 -0.042

Computed properties:
Gap between HOMO and LUMO   0.3072 hartree
Calculated total energy   -1156.82020 a.u.
HOMO   -7.6080 eV
Structure (SMILES)   Cc1ccc2[nH]c(CN3CCC(CO)(C[C@H]4CCCCO4)CC3)c(C)c2c1

These are the natural (NBO) partial charges, in e, on atoms 1 to 5: atom 1 (C): -0.6206, atom 2 (C): -0.0470, atom 3 (C): -0.2033, atom 4 (C): -0.0987, atom 5 (C): 0.2027

=====

[4]
Molecular formula: C4H8O2
Method: DFT, ωB97M-V/def2-TZVPD

Geometry (Å):
C -0.155 2.199 0.913
C 0.614 1.184 0.573
C 0.246 0.154 -0.415
C 1.205 -0.644 -0.865
O 0.915 -1.785 -1.618
H 0.114 2.987 1.612
H -1.088 2.456 0.424
H 1.555 0.964 1.062
H -0.757 0.044 -0.780
H 2.222 -0.686 -0.503
H 1.532 -1.806 -2.362
H -2.953 -0.517 1.700
H -2.102 -1.511 0.897
O -2.152 -0.579 1.167

Atomic forces in eV per Å
-0.298 1.382 0.065
-0.369 -0.884 -0.331
1.027 0.461 0.120
-0.481 -1.549 0.113
0.029 0.728 -0.417
0.377 -0.416 0.179
-0.080 -0.571 -0.170
0.123 0.410 0.134
-0.293 0.095 -0.042
0.203 0.598 0.115
-0.118 -0.191 0.179
0.077 -0.032 -0.042
-0.014 0.459 0.147
-0.182 -0.492 -0.051

Computed properties:
Gap between HOMO and LUMO   0.3380 hartree
Calculated total energy   -307.62860 a.u.
HOMO   -8.3582 eV
Structure (SMILES)   C=C/C=C/O.O

These are the natural (NBO) partial charges, in e, on atoms 1 to 5: atom 1 (C): -0.3832, atom 2 (C): -0.2019, atom 3 (C): -0.2812, atom 4 (C): 0.1245, atom 5 (O): -0.7069

=====

Q: What is the gap between HOMO and LUMO in the first record?
A: 0.2426 hartree

=====

Q: The highest HOMO belongs to which entry?
A: C23H34N2O2

=====

Q: Which of these has the lowest calculated total energy?
A: C23H34N2O2

=====

Q: What is the calculated total energy in the first record?
A: -517.14473 a.u.